The following is a DFT calculation (wB97M-V/def2-TZVPD) of CH6S2 as an isolated structure at a distorted geometry.

The geometry in XYZ format:
```
9
Properties=species:S:1:pos:R:3:forces:R:3
C 1.342 0.649 2.857 -0.48 -6.23 -3.97
H -1.366 0.147 -1.634 2.03 -2.56 -2.66
H -0.199 -2.030 -3.156 -1.03 2.33 1.31
H 2.221 0.301 2.109 -1.47 3.05 1.84
H 0.961 1.478 3.457 1.40 -0.50 0.39
H 1.377 -0.732 3.116 -0.94 4.49 0.69
H -1.132 1.152 1.039 1.14 0.99 0.81
S -0.393 -0.566 -2.988 -0.97 0.21 1.35
S -0.226 0.303 1.609 0.33 -1.78 0.23
```
Positions in Å, forces in eV/Å.

Properties
Relative energy (zero: lowest compared OMol25 entry of this formula, charge and spin) = 136.4 kcal/mol
LUMO energy = -0.8 eV
HOMO-LUMO gap = 8.12 eV
HOMO level = -8.9 eV

=====

The following is a DFT calculation (wB97M-V/def2-TZVPD) of C6H12O in the gas phase.

The geometry in XYZ format:
```
19
Properties=species:S:1:pos:R:3:forces:R:3
C -2.066 -0.538 0.199 -0.01 -0.08 -0.03
C -1.011 0.556 0.381 -0.03 -0.01 0.08
C 0.351 0.253 -0.225 -0.21 0.10 -0.07
C 0.342 -0.170 -1.687 0.03 -0.03 -0.03
C 1.488 1.122 0.274 0.09 0.12 -0.03
C 1.441 -0.325 0.636 0.20 0.04 -0.23
O 1.223 -0.623 1.985 -0.12 -0.22 0.05
H -1.807 -1.454 0.744 0.04 0.13 -0.08
H -2.194 -0.805 -0.856 0.02 0.04 0.15
H -3.041 -0.203 0.571 0.17 -0.04 -0.04
H -0.893 0.773 1.449 0.02 -0.03 -0.17
H -1.371 1.483 -0.087 0.00 -0.10 0.05
H 0.245 -1.261 -1.770 -0.01 0.20 -0.07
H -0.495 0.279 -2.240 0.20 -0.02 0.18
H 1.266 0.131 -2.194 -0.14 -0.13 0.10
H 1.257 1.818 1.079 0.01 -0.15 -0.14
H 2.241 1.473 -0.428 -0.11 -0.11 0.11
H 2.160 -0.988 0.146 -0.16 0.14 0.05
H 0.866 -1.520 2.022 0.01 0.16 0.12
```
Positions in Å, forces in eV/Å.

Properties
SMILES = CC[C@@]1(C)C[C@H]1O
Relative energy (zero: lowest compared OMol25 entry of this formula, charge and spin) = 26.3 kcal/mol
LUMO energy = 0.9 eV
HOMO-LUMO gap = 10.24 eV
HOMO level = -9.4 eV

=====

The following is a DFT calculation (wB97M-V/def2-TZVPD) of C16H31Cl2HgN2O4PS5 as an isolated structure at a distorted geometry.

The geometry in XYZ format:
```
62
Properties=species:S:1:pos:R:3:forces:R:3
Hg 1.328 3.335 1.136 0.54 -0.53 -0.65
C 0.347 -2.620 -4.593 -2.21 -1.15 -0.36
C -0.243 -3.863 -3.800 -0.93 0.50 -0.65
S 0.990 -4.905 -3.095 0.66 -1.00 -0.23
C 1.750 -3.611 -2.154 0.09 0.88 2.16
C 3.270 -3.390 -2.231 -0.85 1.04 -1.14
S 3.823 -1.635 -1.852 -0.60 -1.42 0.42
C 2.491 -0.732 -2.644 -0.61 -1.16 0.27
C 2.414 -1.049 -4.130 0.34 1.93 -1.92
S 2.031 -2.652 -5.051 1.39 1.74 0.95
H 0.125 -1.696 -4.113 0.03 0.55 0.89
H -0.204 -2.462 -5.517 -0.38 -0.54 -0.16
H -0.759 -4.539 -4.508 -0.10 0.51 0.37
H -0.954 -3.557 -2.975 0.62 -0.09 -1.12
H 1.426 -3.801 -1.095 0.52 0.50 -0.72
H 1.245 -2.700 -2.476 0.10 -0.28 0.33
H 3.595 -3.613 -3.251 0.17 -0.18 0.45
H 3.734 -3.988 -1.509 1.00 -0.95 0.90
H 2.916 0.262 -2.583 -0.53 0.55 -0.07
H 1.482 -0.778 -2.120 1.39 0.15 -0.45
H 3.346 -0.632 -4.562 -0.13 -0.79 0.12
H 1.700 -0.288 -4.523 -0.01 -0.74 -0.01
Cl 1.461 -3.960 6.835 -0.17 0.25 0.10
C 1.925 -2.693 5.726 -0.28 1.98 1.16
C 2.374 -3.110 4.532 1.18 -0.08 -1.33
C 2.907 -2.280 3.543 -0.61 -0.83 -0.12
C 2.876 -0.957 3.730 -0.88 2.58 2.85
C 2.413 -0.454 5.008 0.05 0.17 1.12
Cl 2.740 1.388 5.363 -0.66 -2.15 -0.63
C 1.853 -1.253 6.127 0.60 -1.01 -2.98
S 1.036 -0.821 7.547 0.27 0.63 0.12
H 2.419 -4.129 4.280 -0.18 -1.37 0.19
H 3.281 -2.658 2.614 -0.01 -0.42 -0.34
H 3.113 -0.257 2.957 0.46 0.39 -0.16
O 2.369 2.718 -0.777 0.76 -0.96 -0.20
N -3.463 5.807 -0.919 -0.90 -0.23 -0.09
C -4.422 6.304 0.099 2.14 -0.97 0.93
P -3.137 0.964 7.288 -2.07 0.83 -0.38
O -2.956 1.429 8.839 3.44 -1.25 -1.88
O -4.374 1.601 6.806 0.26 -0.48 -0.32
C -0.909 3.723 -6.193 1.43 -0.40 1.51
N -0.945 3.157 -5.028 -0.54 1.49 -1.97
H -1.955 1.174 8.627 -1.45 0.80 2.50
H -4.102 5.481 -1.666 1.44 0.32 0.27
H -2.808 6.495 -1.275 -0.28 -0.09 0.04
H -4.196 6.014 1.170 -0.61 -1.03 -1.30
H -5.327 6.083 -0.374 -2.00 -0.67 0.72
H 0.016 4.308 -6.443 -0.76 -0.67 0.08
H -1.653 3.649 -6.990 -0.26 0.12 0.32
H 2.967 1.907 -0.865 -1.25 1.44 0.89
H -1.889 2.794 -4.889 0.14 -0.55 0.05
H -4.441 7.319 0.297 0.22 2.67 -0.55
C -1.903 0.873 2.084 1.23 0.36 -3.70
S -2.984 0.694 0.549 0.17 -3.28 0.80
C -2.713 -1.274 0.715 -2.46 0.52 1.46
O -2.335 1.013 -0.743 0.38 0.28 0.35
H -0.886 1.124 1.747 -0.09 -0.67 -0.08
H -1.944 -0.025 2.627 -0.21 -0.49 1.14
H -2.234 1.793 2.395 -1.07 1.75 2.00
H -1.737 -1.387 0.357 1.54 -0.24 -0.38
H -3.407 -1.936 0.205 -0.17 0.63 -1.03
H -2.886 -1.705 1.741 0.72 1.09 -0.55
```
Positions in Å, forces in eV/Å.

Properties
Relative energy (zero: lowest compared OMol25 entry of this formula, charge and spin) = 0.0 kcal/mol
LUMO energy (alpha / beta) = 1.9 / -0.3 eV
Expectation value of S² = 0.768
Charge = -1
HOMO-LUMO gap (alpha / beta) = 5.66 / 3.44 eV
HOMO level (alpha / beta) = -3.8 / -3.8 eV
Multiplicity = 2

=====

The following is a DFT calculation (wB97M-V/def2-TZVPD) of C2H2Cl2F2 in the gas phase at a distorted geometry.

The geometry in XYZ format:
```
8
Properties=species:S:1:pos:R:3:forces:R:3
F -1.346 1.165 -0.151 -0.65 -0.27 -1.09
C -0.139 1.045 -0.815 -0.54 -2.78 3.03
F -0.258 0.689 -2.098 -0.25 0.63 0.29
C 0.540 -0.195 0.005 -0.22 0.70 -1.51
Cl -0.439 -1.692 -0.040 -0.28 0.70 0.22
Cl 1.048 0.325 1.574 -0.29 0.29 0.90
H 0.232 2.016 -0.565 1.46 0.48 -0.89
H 1.437 -0.563 -0.421 0.78 0.25 -0.94
```
Positions in Å, forces in eV/Å.

Properties
SMILES = FC(F)C(Cl)Cl
Relative energy (zero: lowest compared OMol25 entry of this formula, charge and spin) = 12.3 kcal/mol
LUMO energy = 0.8 eV
HOMO-LUMO gap = 11.91 eV
HOMO level = -11.2 eV

=====

The following is a DFT calculation (wB97M-V/def2-TZVPD) of C14H14N2O3SYb as an isolated structure at a distorted geometry.

The geometry in XYZ format:
```
35
Properties=species:S:1:pos:R:3:forces:R:3
Yb -0.109 0.734 -0.240 -0.88 0.51 2.57
C -0.973 -3.366 -1.705 -0.13 0.24 0.21
C -0.176 -2.131 -1.395 0.02 -0.45 -0.10
O -0.757 -1.200 -0.774 -0.19 -0.86 -0.44
C 1.204 -2.055 -1.785 0.48 0.66 0.23
C 1.781 -3.039 -2.625 0.02 0.17 0.07
C 3.098 -2.986 -2.992 -0.08 -0.12 -0.11
C 3.908 -1.932 -2.550 -0.28 0.00 0.03
C 3.396 -0.968 -1.722 -0.34 0.20 0.26
C 2.050 -0.996 -1.293 0.73 -1.31 -0.76
O 1.643 -0.112 -0.431 1.51 -0.47 -0.09
H -1.961 -3.290 -1.258 0.04 0.04 -0.02
H -0.465 -4.250 -1.326 0.05 -0.08 0.01
H -1.080 -3.482 -2.782 -0.01 0.00 -0.11
H 1.160 -3.833 -3.005 -0.03 -0.12 -0.02
H 3.514 -3.747 -3.631 0.00 -0.09 -0.10
H 4.938 -1.877 -2.869 0.09 -0.01 0.02
H 4.002 -0.154 -1.355 0.10 0.05 0.02
O -1.882 1.448 -1.291 -1.41 0.20 -0.68
S -1.047 2.281 -2.258 0.01 0.17 0.26
N 0.330 2.324 -1.736 0.52 1.00 -1.10
N -0.253 -0.072 2.090 -0.19 -0.16 0.23
C 0.029 1.167 2.789 -0.25 0.31 0.17
C 0.778 1.207 3.958 0.04 0.09 -0.22
C 1.022 2.425 4.575 -0.05 -0.15 -0.11
C 0.509 3.595 4.043 -0.11 0.07 -0.20
C -0.260 3.559 2.889 -0.02 0.04 -0.05
C -0.501 2.348 2.257 -0.11 -0.56 -0.24
H 0.443 -0.778 2.349 -0.30 0.19 -0.22
H -1.171 -0.442 2.372 0.42 0.13 -0.13
H 1.173 0.302 4.394 0.02 -0.15 -0.03
H 1.606 2.451 5.481 0.07 0.02 0.10
H 0.700 4.539 4.526 0.01 0.12 0.08
H -0.687 4.468 2.491 -0.01 0.06 -0.03
H -1.193 2.296 1.390 0.22 0.24 0.50
```
Positions in Å, forces in eV/Å.

Properties
Relative energy (zero: lowest compared OMol25 entry of this formula, charge and spin) = 14.9 kcal/mol
LUMO energy (alpha / beta) = -3.8 / -3.8 eV
Expectation value of S² = 0.751
Charge = +1
HOMO-LUMO gap (alpha / beta) = 7.87 / 7.87 eV
HOMO level (alpha / beta) = -11.6 / -11.6 eV
Multiplicity = 2

=====

The following is a DFT calculation (wB97M-V/def2-TZVPD) of an isolated ion of composition C3H4O2S and charge -2.

The geometry in XYZ format:
```
10
Properties=species:S:1:pos:R:3:forces:R:3
O 2.472 0.401 0.073 0.54 0.00 0.18
C 1.305 0.738 -0.234 -0.41 -0.15 -0.41
O 0.901 1.893 -0.521 0.01 0.10 0.02
C 0.270 -0.418 -0.314 -0.62 0.41 0.11
C -1.067 -0.090 0.363 0.26 -0.64 0.66
S -2.286 -1.478 0.468 -0.01 -0.02 -0.21
H 0.063 -0.666 -1.361 0.22 -0.08 -0.04
H 0.677 -1.283 0.201 0.14 -0.23 -0.18
H -1.546 0.775 -0.076 0.10 0.23 -0.10
H -0.789 0.127 1.400 -0.25 0.38 -0.03
```
Positions in Å, forces in eV/Å.

Properties
SMILES = O=C([O-])CC[S-]
Relative energy (zero: lowest compared OMol25 entry of this formula, charge and spin) = 1.1 kcal/mol
LUMO energy = 6.3 eV
Charge = -2
HOMO-LUMO gap = 5.51 eV
HOMO level = 0.8 eV